The following is a DFT calculation (the ωB97M-V functional and the def2-TZVPD basis) of a molecular structure, C4H11NO3.

Summary:
HOMO level	-0.30381	Eh
M	121.136	g mol⁻¹
calculated total energy	-439.36801	a.u.
energy relative to the best compared isomer or geometry (same formula, charge and spin)	99.1	kcal/mol

Element x y z (Å)
C1 -0.379 -1.469 -0.277
C2 1.792 0.108 0.959
C3 -1.337 -1.533 -1.404
O1 0.742 0.136 0.019
O2 -0.898 -1.703 0.925
H1 -0.185 -1.840 1.568
H2 0.585 -1.924 -0.470
H3 2.276 1.090 0.995
H4 2.539 -0.637 0.668
H5 1.428 -0.126 1.974
H6 -2.323 -1.185 -1.110
H7 -0.972 -0.931 -2.235
H8 -1.418 -2.588 -1.706
N1 0.294 2.625 -0.054
C4 -0.482 1.452 0.221
O3 -1.456 1.125 -0.511
H9 0.597 2.617 -1.023
H10 -0.228 3.472 0.140
H11 -0.574 1.310 1.320